{"formula": "ClH5N2Si", "method": "ωB97M-V/def2-TZVPD", "symbols": ["N", "N", "Si", "Cl", "H", "H", "H", "H", "H"], "coordinates": [[-0.581, 0.696, -1.132], [1.032, 0.045, 1.120], [0.790, -0.073, -0.477], [-1.808, -1.421, 1.658], [-1.177, 1.225, -0.523], [-1.107, 0.252, -1.863], [1.911, -0.229, 1.537], [-0.755, -0.641, 1.766], [1.319, -0.846, -1.595]], "smiles": "[H]/N=[SiH]/N.Cl", "homo_lumo_gap_ev": 10.086, "total_energy_ha": -862.20450, "total_charge": 0, "de_lowest_kj_mol": 225.39}